Entry 1:
C6H8 | wB97M-V/def2-TZVPD

XYZ file:
```
14
Properties=species:S:1:pos:R:3:mulliken_charge:R:1
C -2.567 -0.174 0.046 -0.12
C -3.680 -0.694 -0.249 -0.66
C -1.282 0.169 0.142 0.88
C -0.758 1.590 -0.012 -1.45
C 0.759 -1.106 -0.474 -1.53
C -0.235 -0.790 0.681 -0.33
H -0.527 1.971 0.924 0.41
H -1.487 2.229 -0.245 0.46
H 0.074 1.607 -0.731 0.35
H 0.246 -1.370 -1.323 0.45
H 1.308 -1.921 -0.330 0.46
H 1.340 -0.317 -0.566 0.45
H 0.187 -0.244 1.463 0.30
H -0.530 -1.820 0.908 0.34
```

## Properties
calculated total energy = -233.21257 Ha
max |F| = 4.84 eV/A
E_HOMO = -9.57 eV
E_LUMO = -1.01 eV

---

Entry 2:
C6H8 | wB97M-V/def2-TZVPD

XYZ file:
```
14
Properties=species:S:1:pos:R:3:mulliken_charge:R:1
C -0.853 0.601 -1.732 -0.12
C -0.532 0.523 -0.486 0.56
C -1.418 1.030 -2.788 -0.91
C -0.132 0.155 0.624 0.17
C 1.539 -1.626 0.369 -1.02
C 0.007 0.353 2.053 -1.17
H -1.337 0.750 -3.788 0.28
H -2.069 1.907 -2.748 0.21
H 1.459 -1.401 -0.653 0.39
H 1.116 -2.521 0.841 0.30
H 2.125 -0.984 1.037 0.31
H -0.864 0.179 2.667 0.32
H 0.333 1.375 2.146 0.30
H 0.624 -0.340 2.458 0.38
```

## Properties
calculated total energy = -233.17527 Ha
max |F| = 3.23 eV/A
E_HOMO (spin up / spin down) = -7.62 / -8.13 eV
E_LUMO (spin up / spin down) = 0.27 / -0.12 eV

---

Entry 3:
C6H8 | wB97M-V/def2-TZVPD

XYZ file:
```
14
Properties=species:S:1:pos:R:3:mulliken_charge:R:1
C -1.650 1.036 -0.048 -0.78
C -1.514 -0.106 -0.725 -0.12
C -0.575 -1.214 -0.476 -0.23
C 0.611 -1.276 0.149 -0.15
C 1.479 -0.235 0.727 -0.17
C 1.655 1.010 0.284 -0.81
H -0.996 1.304 0.777 0.34
H -2.440 1.736 -0.309 0.25
H -2.228 -0.307 -1.525 0.27
H -0.941 -2.167 -0.856 0.25
H 1.029 -2.278 0.245 0.27
H 2.096 -0.576 1.559 0.29
H 1.100 1.405 -0.564 0.35
H 2.375 1.669 0.762 0.25
```

## Properties
calculated total energy = -233.34408 Ha
max |F| = 0.21 eV/A
SMILES = C=C/C=C\C=C
E_HOMO = -8.45 eV
E_LUMO = 0.42 eV

---

Energy relative to the best compared isomer or geometry (same formula, charge and spin) (computed, kJ/mol): 458.0, 555.9, 112.7